[1]
C32H66N11O12P | ωB97M-V with the def2-TZVPD basis set

SMILES = [H]/N=C(\N)NCCCCC1=C(O)C(=O)C(P(=N)(O)O)=CC1=O.CNC(C)=O.CNC(C)=O.CNC(C)=O.CNC(C)=O.CNC(C)=O.CNC(C)=O.CNC(C)=O
HOMO level = -0.3178 Ha

Each line ends with the Löwdin charge.
Geometry (Å):
H (2.0907, 1.9194, -0.0250)  0.052
N (1.3354, 1.5403, 0.5456)  0.164
C (0.5515, 0.9331, -0.2195)  -0.528
N (0.8667, 0.8876, -1.6459)  0.067
N (-0.6554, 0.2907, 0.1986)  0.008
C (-0.3915, -0.9083, 1.0351)  -0.194
C (-1.2369, -2.1538, 0.6199)  -0.160
C (-2.5059, -2.3723, 1.5013)  -0.149
C (-3.8211, -2.4083, 0.6289)  -0.105
C (-4.1543, -0.9626, 0.3169)  -0.096
C (-3.8212, -0.3304, -0.8026)  -0.211
O (-3.1635, -0.9349, -1.8243)  0.070
C (-4.2225, 1.1391, -0.8631)  -0.297
O (-4.6367, 1.6316, -1.8681)  0.127
C (-4.0922, 1.8821, 0.4485)  -0.166
P (-3.4852, 3.6092, 0.5964)  0.554
N (-2.1274, 3.5503, 1.3814)  -0.153
O (-4.5992, 4.4772, 1.4387)  -0.161
O (-3.2435, 4.2754, -0.8596)  -0.128
C (-4.4316, 1.2650, 1.5630)  0.033
C (-4.8895, -0.1849, 1.3910)  -0.316
O (-5.7395, -0.6353, 2.0906)  0.136
H (1.1228, -0.0644, -1.8980)  0.066
H (0.0420, 1.1717, -2.1685)  0.062
H (-1.1803, 1.0053, 0.7032)  0.080
H (0.6613, -1.1996, 0.8744)  0.062
H (-0.5176, -0.6429, 2.0981)  0.121
H (-1.4625, -2.0514, -0.4505)  0.095
H (-0.5838, -3.0379, 0.7309)  0.107
H (-2.6001, -1.4556, 2.1143)  0.103
H (-2.4229, -3.2497, 2.1536)  0.111
H (-4.6004, -2.8366, 1.2795)  0.116
H (-3.6892, -2.9679, -0.3050)  0.114
H (-3.7148, -1.6161, -2.2347)  0.130
H (-2.2665, 4.1050, 2.2269)  -0.017
H (-4.4825, 4.2409, 2.3713)  0.069
H (-3.5781, 3.6267, -1.5117)  0.052
H (-4.3523, 1.7556, 2.5360)  0.133
C (5.9111, -2.3554, 1.3672)  -0.064
N (4.5509, -2.1314, 0.9100)  0.020
C (3.3906, -2.3456, 1.5714)  -0.515
C (3.4672, -2.8884, 2.9730)  0.002
O (2.3181, -2.0973, 1.0248)  -0.005
H (6.4488, -1.4062, 1.3276)  0.086
H (6.3892, -3.0624, 0.6877)  0.079
H (5.9443, -2.7469, 2.3798)  0.043
H (4.4170, -1.7686, -0.0195)  0.116
H (2.4602, -3.0044, 3.3659)  0.075
H (3.9535, -3.8627, 2.9750)  0.071
H (4.0136, -2.1975, 3.6162)  0.093
C (8.9233, -6.5850, 4.6640)  -0.074
N (8.1772, -5.3547, 4.4797)  0.009
C (6.8529, -5.2035, 4.2199)  -0.529
C (6.0113, -6.4487, 4.1002)  -0.008
O (6.3755, -4.0849, 4.0912)  0.017
H (9.3801, -6.5762, 5.6552)  0.083
H (9.7146, -6.6340, 3.9140)  0.084
H (8.2874, -7.4594, 4.5708)  0.073
H (8.6743, -4.4797, 4.5459)  0.141
H (4.9818, -6.1652, 3.8928)  0.075
H (6.3701, -7.0726, 3.2802)  0.091
H (6.0362, -7.0078, 5.0359)  0.077
C (-4.8947, 3.5084, -5.3420)  -0.071
N (-4.1062, 4.5287, -6.0091)  0.009
C (-3.7233, 5.7449, -5.5360)  -0.533
C (-4.1522, 6.1236, -4.1405)  0.001
O (-3.0539, 6.4927, -6.2334)  0.023
H (-4.3039, 2.5926, -5.2851)  0.084
H (-5.7896, 3.3143, -5.9360)  0.084
H (-5.1866, 3.8094, -4.3411)  0.069
H (-3.7844, 4.3448, -6.9465)  0.135
H (-3.7717, 7.1148, -3.9104)  0.087
H (-5.2407, 6.1450, -4.0704)  0.088
H (-3.7451, 5.4199, -3.4133)  0.067
C (-1.0367, 6.3832, -8.2399)  -0.087
N (-0.1977, 5.9336, -9.3420)  0.005
C (0.2449, 6.6439, -10.4109)  -0.561
C (-0.1635, 8.0932, -10.5070)  -0.015
O (0.9491, 6.1119, -11.2572)  0.017
H (-0.4908, 6.2412, -7.3067)  0.085
H (-1.9371, 5.7763, -8.2142)  0.058
H (-1.3124, 7.4271, -8.3384)  0.076
H (0.1141, 4.9751, -9.3445)  0.136
H (0.2652, 8.5218, -11.4090)  0.080
H (-1.2495, 8.1787, -10.5643)  0.083
H (0.2096, 8.6507, -9.6467)  0.083
C (2.2026, -3.9271, 8.1582)  -0.076
N (1.8971, -4.3021, 6.7909)  0.008
C (2.5134, -5.2305, 6.0131)  -0.546
C (3.6696, -5.9938, 6.6087)  -0.009
O (2.1311, -5.4281, 4.8700)  0.027
H (1.3217, -4.1030, 8.7783)  0.083
H (2.4447, -2.8633, 8.1873)  0.084
H (3.0381, -4.4951, 8.5545)  0.072
H (1.1351, -3.8332, 6.3257)  0.140
H (4.0486, -6.6893, 5.8697)  0.052
H (4.4719, -5.3068, 6.8846)  0.091
H (3.3416, -6.5614, 7.4811)  0.088
C (4.6556, -0.6569, -4.2501)  -0.073
N (5.3494, -1.2719, -3.1340)  0.008
C (6.4968, -2.0017, -3.1510)  -0.550
C (7.1662, -2.2228, -4.4843)  -0.012
O (6.9567, -2.4554, -2.1135)  0.026
H (4.5908, 0.4185, -4.0768)  0.085
H (3.6444, -1.0642, -4.3053)  0.082
H (5.1662, -0.8380, -5.1904)  0.072
H (4.9573, -1.1635, -2.2126)  0.123
H (8.0629, -2.8180, -4.3349)  0.082
H (6.5000, -2.7626, -5.1588)  0.084
H (7.4534, -1.2684, -4.9279)  0.085
C (-8.3732, 1.8541, 2.6073)  -0.074
N (-7.7807, 1.2533, 3.7861)  0.008
C (-7.9136, 1.6349, 5.0847)  -0.558
C (-8.7823, 2.8338, 5.3797)  -0.015
O (-7.3422, 1.0171, 5.9689)  0.029
H (-8.9854, 1.1065, 2.0996)  0.085
H (-7.5749, 2.1689, 1.9309)  0.072
H (-8.9895, 2.7119, 2.8575)  0.073
H (-7.1865, 0.4451, 3.6617)  0.111
H (-8.7879, 3.0108, 6.4518)  0.081
H (-8.3865, 3.7216, 4.8838)  0.081
H (-9.8070, 2.6500, 5.0534)  0.083

[2]
C4H16BBrN7O5 | ωB97M-V with the def2-TZVPD basis set

HOMO level = -0.1306 Ha
Total charge = -1
Energy above the lowest of the compared OMol25 structures with the same formula, charge and spin = 0.0 kcal per mole

Each line ends with the Löwdin charge.
Geometry (Å):
C (1.7134, -0.0740, 0.5447)  -0.096
O (0.6816, 0.7735, 1.0191)  -0.073
B (-0.5876, 0.5957, 0.4208)  -1.047
O (-1.0899, 1.8053, -0.0940)  0.085
N (-1.3218, -0.5977, 0.4486)  -0.362
Br (-1.1572, -1.3382, -1.2794)  0.592
H (1.6449, -1.0654, 0.9892)  0.085
H (1.6941, -0.1869, -0.5363)  0.072
H (2.6687, 0.3615, 0.8268)  0.081
H (-0.4140, 2.2340, -0.6324)  0.077
C (1.4640, 3.8986, 3.1856)  -0.684
O (1.8344, 3.1351, 4.0591)  0.016
N (0.9879, 3.5058, 1.9767)  0.173
N (1.5097, 5.2697, 3.3784)  0.122
H (0.6944, 4.1665, 1.2831)  0.091
H (0.9096, 2.5164, 1.7506)  0.074
H (1.8548, 5.5960, 4.2598)  0.086
H (1.2126, 5.9328, 2.6894)  0.076
C (-2.2554, -3.6379, 1.8432)  -0.709
O (-2.8873, -3.7582, 0.8059)  -0.023
N (-1.4988, -2.5478, 2.1040)  0.124
N (-2.2719, -4.6305, 2.8197)  0.109
H (-0.9709, -2.4490, 2.9512)  0.077
H (-1.4552, -1.7914, 1.3588)  -0.031
H (-2.8257, -5.4446, 2.6378)  0.074
H (-1.7609, -4.5620, 3.6776)  0.066
C (0.6596, -0.8968, -5.0534)  -0.689
O (1.7141, -0.7090, -4.4811)  0.022
N (0.2827, -0.1354, -6.1407)  0.132
N (-0.2349, -1.8628, -4.6948)  0.146
H (-0.5838, -0.2579, -6.6274)  0.081
H (0.9121, 0.5878, -6.4300)  0.091
H (-0.0207, -2.4237, -3.8893)  0.072
H (-1.1028, -2.0095, -5.1716)  0.090

[3]
C30H64O32S9 | ωB97M-V with the def2-TZVPD basis set

SMILES = O=S1(=O)CCCC1.O=S1(=O)CCCC1.O=S1(=O)CCCC1.O=S1(=O)CCCC1.O=S1(=O)OCCO1.O=S1(=O)OCCO1.O=S1(=O)OCCO1.O=S1(=O)OCCO1.O=S1(=O)OCCO1.OCCO.OCCO
HOMO level = -0.3533 Ha
Energy above the lowest of the compared OMol25 structures with the same formula, charge and spin = 105.4 kcal per mole

Each line ends with the Löwdin charge.
Geometry (Å):
O (2.1221, -0.8091, -2.5011)  -0.341
S (2.6596, -1.5317, -3.6586)  0.719
O (2.0891, -2.7721, -4.1415)  -0.334
C (2.4291, -0.4605, -5.0861)  -0.233
C (3.7403, -0.4640, -5.8678)  -0.224
C (4.8731, -0.5455, -4.8802)  -0.213
C (4.5429, -1.6316, -3.8193)  -0.144
H (2.2552, 0.5319, -4.6701)  0.099
H (1.5614, -0.7737, -5.6666)  0.098
H (3.6422, -1.3171, -6.5392)  0.121
H (3.7914, 0.4943, -6.3846)  0.121
H (4.8825, 0.4482, -4.4323)  0.114
H (5.8615, -0.7221, -5.3042)  0.122
H (4.9706, -1.5678, -2.8188)  0.089
H (4.7952, -2.5732, -4.3070)  0.106
O (-6.8502, 1.0819, 5.4271)  -0.358
S (-6.4963, 1.3759, 4.0351)  0.690
O (-7.1427, 2.5023, 3.4057)  -0.334
C (-4.6255, 1.5660, 3.8636)  -0.184
C (-4.2338, 0.5559, 2.7597)  -0.191
C (-5.1311, -0.6623, 3.1022)  -0.192
C (-6.6196, -0.1825, 3.1337)  -0.214
H (-4.2730, 1.4228, 4.8850)  0.080
H (-4.4232, 2.6177, 3.6606)  0.096
H (-4.4593, 0.9378, 1.7640)  0.082
H (-3.1566, 0.3992, 2.8161)  0.076
H (-4.9059, -1.1831, 4.0328)  0.118
H (-5.1080, -1.2625, 2.1926)  0.107
H (-7.4566, -0.7502, 3.5401)  0.104
H (-7.0215, 0.0928, 2.1586)  0.096
O (-2.2033, 3.7302, -3.2271)  -0.348
S (-1.0890, 4.5311, -2.7307)  0.700
O (-1.0543, 5.9628, -2.7214)  -0.328
C (-0.6871, 4.0053, -1.0134)  -0.203
C (0.8362, 3.6669, -0.9193)  -0.194
C (1.3101, 3.0913, -2.3087)  -0.188
C (0.5861, 3.9682, -3.3704)  -0.197
H (-1.2358, 3.0724, -0.8843)  0.065
H (-1.0882, 4.7886, -0.3703)  0.105
H (1.2850, 4.6369, -0.7055)  0.103
H (1.2051, 3.1401, -0.0393)  0.090
H (0.9489, 2.0641, -2.3592)  0.081
H (2.3979, 3.1534, -2.3416)  0.107
H (0.4797, 3.5363, -4.3655)  0.088
H (1.2194, 4.8524, -3.4419)  0.093
O (2.6275, 4.5039, 2.2049)  -0.323
S (3.2599, 3.3014, 2.7374)  0.706
O (3.0916, 2.0173, 2.0882)  -0.343
C (5.0237, 3.6649, 3.0628)  -0.215
C (5.2648, 3.6994, 4.6013)  -0.163
C (3.8539, 4.0281, 5.2240)  -0.215
C (2.8473, 3.1427, 4.5162)  -0.238
H (5.0650, 4.6553, 2.6097)  0.092
H (5.7913, 3.1577, 2.4783)  0.088
H (5.4299, 2.6780, 4.9444)  0.111
H (6.1603, 4.2996, 4.7625)  0.116
H (3.4825, 5.0226, 4.9769)  0.110
H (3.8923, 3.9724, 6.3119)  0.114
H (1.7932, 3.3837, 4.6541)  0.095
H (2.9002, 2.1092, 4.8585)  0.101
O (-4.0732, 3.8577, -0.9708)  -0.242
S (-5.0343, 2.8378, -0.5029)  0.824
O (-5.8414, 3.0157, 0.7263)  -0.241
O (-5.9904, 2.2232, -1.7739)  -0.186
C (-5.2016, 1.4839, -2.6421)  -0.187
C (-4.1896, 0.7504, -1.6829)  -0.199
O (-4.2175, 1.3673, -0.4381)  -0.234
H (-5.6227, 0.6597, -3.2178)  0.131
H (-4.6998, 2.1518, -3.3423)  0.124
H (-3.1760, 0.8925, -2.0577)  0.090
H (-4.3996, -0.3087, -1.5337)  0.125
O (-0.6301, -1.5963, -2.6670)  -0.243
S (-1.3037, -0.7371, -3.6698)  0.764
O (-1.2793, 0.7157, -3.5891)  -0.224
O (-0.9775, -1.2957, -5.1873)  -0.214
C (-1.5894, -2.4792, -5.4694)  -0.189
C (-3.0074, -2.2004, -4.9268)  -0.164
O (-2.8933, -1.3061, -3.8212)  -0.218
H (-1.4427, -2.7024, -6.5261)  0.149
H (-1.0938, -3.2378, -4.8635)  0.125
H (-3.6327, -3.0347, -4.6089)  0.129
H (-3.6660, -1.7478, -5.6681)  0.126
O (-2.6286, -6.3165, 1.8875)  -0.217
S (-3.0035, -5.9161, 0.5445)  0.763
O (-4.0829, -6.6115, -0.1284)  -0.244
O (-3.3694, -4.2412, 0.4474)  -0.195
C (-3.0603, -3.7297, -0.7636)  -0.228
C (-1.8265, -4.5883, -1.2846)  -0.153
O (-1.6979, -5.7214, -0.4466)  -0.203
H (-3.9357, -3.7704, -1.4118)  0.120
H (-2.8451, -2.6722, -0.6104)  0.112
H (-0.9112, -4.0174, -1.1285)  0.105
H (-1.8312, -4.7396, -2.3641)  0.122
O (7.8325, -0.8062, 0.2645)  -0.246
S (6.5819, -0.1353, 0.6435)  0.754
O (6.4645, 0.7426, 1.8159)  -0.257
O (6.0154, 0.6242, -0.7391)  -0.193
C (4.5802, 0.6217, -0.6155)  -0.178
C (4.1703, -0.6971, 0.0248)  -0.196
O (5.3283, -1.1817, 0.6386)  -0.184
H (4.1326, 1.3954, 0.0083)  0.104
H (4.1656, 0.5819, -1.6228)  0.108
H (3.8774, -1.3990, -0.7560)  0.092
H (3.2826, -0.5795, 0.6462)  0.118
O (0.0072, -2.3110, 4.6015)  -0.240
S (-1.1836, -1.4562, 4.3452)  0.745
O (-2.0826, -1.8512, 3.3111)  -0.204
O (-1.8834, -0.9360, 5.7659)  -0.189
C (-1.4346, 0.3317, 6.2222)  -0.173
C (-0.2635, 0.7409, 5.2794)  -0.175
O (-0.7278, 0.1337, 4.1177)  -0.250
H (-2.1246, 1.1753, 6.2392)  0.120
H (-1.0184, 0.3640, 7.2291)  0.128
H (0.6419, 0.1687, 5.4818)  0.127
H (-0.2430, 1.8202, 5.1288)  0.135
O (2.6313, -3.7739, -1.2316)  -0.088
C (3.0264, -4.6230, -0.1558)  -0.206
C (1.7738, -5.2561, 0.4622)  -0.230
O (1.1530, -4.2162, 1.1777)  -0.071
H (1.8411, -4.1535, -1.6228)  0.074
H (3.6335, -5.4273, -0.5713)  0.110
H (3.5663, -4.1006, 0.6339)  0.128
H (2.0255, -6.1626, 1.0127)  0.123
H (0.9694, -5.5419, -0.2156)  0.099
H (1.0939, -3.3993, 0.6768)  0.034
O (-0.6301, 0.8689, -0.1481)  -0.033
C (-0.7550, -0.2551, 0.6843)  -0.239
C (0.5573, -0.7223, 1.2267)  -0.184
O (1.0239, -1.5398, 0.1641)  -0.097
H (-0.8813, 0.7059, -1.0601)  0.052
H (-1.4314, -0.0284, 1.5085)  0.086
H (-1.3061, -1.0731, 0.2203)  0.117
H (0.4984, -1.4174, 2.0642)  0.109
H (1.1945, 0.1293, 1.4652)  0.116
H (1.3439, -0.9999, -0.5622)  0.044

[4]
C4H6N2O | ωB97M-V with the def2-TZVPD basis set

HOMO level = -0.3059 Ha
Energy above the lowest of the compared OMol25 structures with the same formula, charge and spin = 76.2 kcal per mole

Each line ends with the Löwdin charge.
Geometry (Å):
C (1.2208, 1.0773, -1.6374)  -0.089
C (0.2927, 1.0191, -0.5466)  -0.053
C (-0.9064, 0.3152, -0.6099)  -0.193
N (-1.2769, -0.5758, 0.2779)  0.077
C (-0.2615, -0.7553, 1.1815)  -0.588
N (-0.5898, -1.5830, 2.2041)  0.166
O (0.8526, -0.1887, 1.0555)  0.040
H (1.4427, 0.1477, -2.1979)  0.098
H (0.3582, 1.7680, -1.9679)  0.127
H (2.0573, 1.7756, -1.6474)  0.077
H (-1.6493, 0.5672, -1.3768)  0.130
H (0.0169, -1.7056, 2.9953)  0.105
H (-1.5572, -1.8616, 2.2695)  0.102

[5]
C5H12NO2 | ωB97M-V with the def2-TZVPD basis set

HOMO level = -0.5411 Ha
Total charge = +1
Energy above the lowest of the compared OMol25 structures with the same formula, charge and spin = 100.0 kcal per mole

Each line ends with the Löwdin charge.
Geometry (Å):
C (1.9987, -0.6940, -0.6203)  0.026
C (0.9800, 0.2186, -1.2455)  -0.355
C (-0.0330, 1.1232, 2.4373)  0.131
C (-1.3856, -0.8189, 1.9441)  -0.053
C (-0.6296, 0.5522, -3.0065)  0.028
N (-0.1407, -0.0433, 1.9171)  -0.054
O (0.5933, -0.9219, -0.3430)  -0.066
O (0.6786, 0.1012, -2.4600)  -0.049
H (2.2400, -1.5344, -1.2903)  0.147
H (2.7116, -0.5018, 0.1053)  0.105
H (0.5512, 1.1048, -0.7605)  0.160
H (-0.8921, 1.5807, 2.9360)  0.120
H (0.8497, 1.6246, 2.4396)  0.071
H (-1.0338, -1.7157, 2.5088)  0.117
H (-2.0662, -0.4106, 2.7241)  0.101
H (-1.9377, -1.1330, 1.0555)  0.106
H (-0.4884, 1.1625, -3.9433)  0.113
H (-1.0897, 1.2085, -2.1584)  0.117
H (-1.2923, -0.3450, -3.1563)  0.110
H (0.3861, -0.5576, 0.9162)  0.123

[6]
H4O2 | ωB97M-V with the def2-TZVPD basis set

SMILES = O.O
HOMO level = -0.4036 Ha
Energy above the lowest of the compared OMol25 structures with the same formula, charge and spin = 11.2 kcal per mole

Each line ends with the Löwdin charge.
Geometry (Å):
O (-1.6752, -0.2024, -0.0472)  0.044
H (-0.7957, -0.1836, 0.1578)  -0.060
H (-2.0329, 0.5638, 0.1302)  -0.054
O (1.1215, -0.1147, 0.0250)  -0.028
H (1.5917, 0.7052, -0.1934)  0.064
H (1.7907, -0.7683, -0.0724)  0.034

Number 1: Kohn-Sham gap 7.307 eV. Number 2: Kohn-Sham gap 6.313 eV. Number 3: Kohn-Sham gap 9.431 eV. Number 4: Kohn-Sham gap 8.921 eV. Number 5: Kohn-Sham gap 10.671 eV. Number 6: Kohn-Sham gap 11.634 eV.